(1)
60
Properties=species:S:1:pos:R:3:forces:R:3 method="wB97M-V/def2-TZVPD" total_charge=+2 gap_ev=4.62
C 3.05232 1.11931 -0.53309 -0.2 0.0 0.1
N 1.56679 1.57313 1.24291 0.4 0.7 -0.1
F 3.45421 -3.00836 1.68565 0.1 -0.1 0.0
C -2.72988 1.02170 3.39922 -0.1 0.1 0.0
C -1.68569 -0.79399 -3.27933 0.1 0.1 -0.1
C 3.28587 -0.44114 -2.75882 0.0 0.1 0.0
H -3.75986 0.73603 3.56063 0.0 0.0 0.0
Pt 0.40969 0.19498 0.50492 -0.2 0.5 1.4
C 1.96833 3.08194 3.01912 0.1 0.0 0.1
H 4.53891 3.03972 0.82383 0.0 0.0 0.0
C 4.25844 0.50734 -2.48937 0.0 0.0 0.0
F 2.20791 -4.73380 1.25560 0.1 0.0 0.0
C -2.24306 -1.24019 -4.44826 0.0 0.1 0.0
C -2.25698 -3.48315 -0.25184 0.1 0.2 0.1
C -1.60964 0.85726 -1.40400 0.2 0.2 0.1
S -1.63227 -2.53639 1.20809 0.0 0.8 -0.2
H -0.06901 2.49423 4.86121 0.0 0.0 0.0
O -3.91558 2.04229 -2.57130 0.1 0.1 0.0
C -3.31444 -0.52594 -5.00791 0.1 -0.1 -0.1
O 1.05910 -1.22321 2.25472 0.1 0.4 -0.8
C 3.18413 3.41921 2.44772 0.0 0.0 0.0
H -2.70600 0.31629 1.36651 0.0 -0.1 0.0
H -3.74995 -0.86586 -5.93846 0.0 0.0 0.0
N -0.32181 -3.29150 1.65505 -0.1 0.2 0.4
C -3.31030 1.01613 -3.17111 -0.1 0.0 0.1
C 2.32441 -3.63750 1.96247 -0.2 0.2 0.4
O 1.25889 -2.20290 0.03739 0.3 -0.7 0.4
N 2.11268 0.20130 -0.80908 -0.3 -1.2 -0.2
C -1.97843 1.61262 4.39462 0.0 0.0 0.0
O -2.10830 1.61227 -0.59237 0.0 -0.1 -0.2
H -0.84764 -1.32030 -2.84309 0.0 0.0 0.0
S 0.98470 -2.47865 1.43451 0.2 -0.1 -0.9
F -1.24734 -3.63975 -1.09704 -0.1 0.0 -0.1
C 4.14526 1.29819 -1.35363 0.0 0.0 0.0
H 1.63073 3.56065 3.92686 0.0 0.0 0.0
H -3.49034 2.20078 -1.71275 -0.1 0.1 0.1
C -0.15737 1.73453 2.86826 0.0 0.0 -0.3
F 2.22213 -3.87485 3.25041 0.1 -0.1 0.0
H -4.66579 1.13581 -4.80773 0.0 0.0 0.0
C 1.16927 2.14093 2.40428 -0.1 0.0 0.0
H 4.89515 2.04096 -1.12232 0.0 0.0 0.0
H 3.81816 4.15934 2.91722 0.0 0.0 0.0
H 5.10011 0.63711 -3.15690 0.0 0.0 0.0
C 2.75458 1.87678 0.68172 0.2 -0.1 -0.1
H -1.85812 -2.12136 -4.94283 0.0 0.0 0.0
C -3.82958 0.58830 -4.39334 -0.1 0.0 0.0
H 3.34482 -1.07782 -3.63075 0.0 0.0 0.0
C 2.21718 -0.57405 -1.89057 0.0 0.1 0.1
C -0.67274 1.99799 4.11462 0.0 0.2 0.0
F -3.21598 -2.75882 -0.80407 0.1 -0.1 0.0
C 3.58470 2.80497 1.27298 0.1 0.0 0.0
C -2.19951 0.34569 -2.62385 0.0 -0.1 -0.1
O -1.30869 -1.19156 0.59428 0.2 -1.0 -0.5
O -2.65626 -2.48158 2.18526 0.0 -0.1 0.0
H 1.43843 -1.30347 -2.04673 0.0 0.1 0.0
N -0.87445 1.09046 1.91436 -0.5 -1.0 0.5
C -2.14960 0.76354 2.16870 0.2 0.3 -0.2
H -2.39988 1.79072 5.37520 0.0 0.0 0.0
F -2.71203 -4.64041 0.15615 0.0 -0.1 -0.1
O -0.31035 0.43405 -1.26391 -0.6 0.8 -0.1

=====

(2)
68
Properties=species:S:1:pos:R:3:forces:R:3 method="wB97M-V/def2-TZVPD" total_charge=-2 gap_ev=8.44
C -2.51549 0.57617 2.85371 -2.4 0.9 -0.7
O -0.28791 0.26549 -0.21923 0.3 0.3 0.2
O 3.71570 3.27048 1.74848 -1.0 0.2 0.2
C -0.21028 -0.27283 -3.93205 1.3 0.0 -1.2
N 2.96457 0.72226 -3.03984 0.4 0.4 -0.6
N -0.78520 -4.09487 1.21532 0.0 0.3 0.1
O -5.04537 -0.43835 -1.49275 -0.2 0.5 0.2
H -2.07557 -1.43802 -0.85737 0.1 0.5 0.0
N -0.32257 0.83590 -3.15043 -0.4 0.4 -0.4
O -3.45797 0.97050 3.56492 1.3 -0.1 0.2
H 0.53747 -1.22042 -2.27863 0.1 -0.2 0.0
H -1.56820 2.35133 2.45520 0.2 0.0 -0.1
N 0.40213 -1.10514 4.37658 0.3 -0.1 -1.3
N 4.19623 -0.01102 -1.29953 0.9 0.0 0.2
N 0.27212 -1.34097 -3.25415 -0.2 -0.3 0.9
N 2.89527 1.17741 1.88540 -0.4 1.8 0.0
C 4.21802 0.60473 -2.51930 -0.4 -0.3 0.5
N -0.23538 -3.49435 -0.92980 -0.2 0.1 1.1
N -1.44367 3.03487 -0.44188 -0.2 1.2 -0.6
H -3.46542 1.56307 -1.74763 0.3 0.1 -0.1
O 1.52228 -1.03384 -0.50292 -0.4 0.5 0.1
O 5.24931 1.00333 -3.05803 -0.4 0.1 0.0
H 1.39798 -2.19355 2.64782 0.6 -0.7 -0.6
O -1.42323 -5.41244 -0.49637 0.3 1.0 0.0
H -1.00068 0.88169 1.57579 0.3 0.8 -0.1
H -0.20457 -3.67700 -1.90957 0.1 0.0 -0.1
H -3.45869 -2.35868 -0.72269 -0.5 0.2 -0.2
H 0.33439 -2.25358 -3.65834 0.0 0.1 -0.4
N 1.71933 2.77680 0.70027 0.1 0.1 0.4
C 2.79696 2.48761 1.47077 1.2 -0.2 -0.5
H 5.04667 0.08303 -0.77285 -0.1 -0.2 0.0
H -1.56706 5.55537 -2.36213 -0.4 0.2 0.1
N 1.53317 -2.82216 3.44041 -0.4 0.5 -0.2
C -0.84916 -4.37534 -0.10589 -0.6 -1.7 -0.7
H 3.37912 -0.43000 -0.87061 -0.2 0.2 -0.1
C -3.85851 -0.35662 -1.24013 1.8 -0.8 -0.2
H -1.67877 -0.86955 1.72781 0.0 -0.2 0.3
H 1.20640 2.00874 0.29976 -0.2 0.0 -0.1
H -2.96426 -1.47228 2.66827 -0.3 0.4 0.4
O 0.21552 4.43789 -1.19148 -0.4 -0.4 -0.7
H 1.64304 3.68078 0.26643 0.0 -0.1 -0.2
H 3.73767 1.12704 2.43286 -0.1 -1.2 -0.2
H -0.31306 -3.27275 1.57031 -0.2 0.0 0.1
N -1.60513 1.37786 2.22729 0.0 -0.6 0.8
O 0.37419 -1.13073 1.40996 -0.1 0.4 -0.2
H 2.17690 0.28716 -2.59341 0.0 0.0 0.0
H -1.36770 -4.68986 1.77326 0.2 0.1 0.3
C 1.05465 -2.27026 4.57816 0.1 -0.4 2.7
H 2.36121 0.49824 1.37650 0.4 -0.8 0.4
N -2.46456 -0.66900 2.34183 0.9 -1.2 -0.6
H -0.30342 1.69050 -3.68000 -0.1 0.1 0.3
H -2.92848 4.80450 -1.56082 -0.1 -0.1 -0.1
O -0.33501 -0.24966 -5.16479 -0.5 0.0 0.8
C -0.96099 4.08954 -1.15776 0.4 0.2 1.3
N -3.07261 -1.47023 -0.99148 -0.1 -0.4 0.2
C 0.56061 -0.60697 0.24301 0.0 -0.9 -0.4
O 1.19757 -2.74946 5.72260 0.0 0.0 -1.1
H -2.44166 2.99283 -0.50200 -0.1 -0.9 0.4
N -1.94744 4.86715 -1.73802 0.8 0.1 -0.4
H -0.07770 0.81771 -2.16586 -0.1 0.0 0.1
H 0.35142 -0.85017 3.39247 -0.6 0.7 0.4
N -3.06497 0.78111 -1.26703 -1.8 -0.8 0.2
H 2.88912 1.09760 -3.96837 -0.2 -0.2 0.0
H 2.20844 -3.55541 3.50906 0.1 0.0 -0.1
H -0.12743 -0.66445 5.09811 -0.1 0.0 0.1
H -0.89836 2.21195 -0.23236 0.1 -0.1 0.1
H 0.26052 -2.75153 -0.45621 0.5 0.2 -0.8
H -2.09150 0.67089 -1.04065 0.2 0.2 -0.2

=====

Values of energy above the lowest of the compared OMol25 structures with the same formula, charge and spin, in order: 46.0 124.1, all in kJ/mol.
Values of F_max, in order: 1.52 2.74, all in eV Å⁻¹.
Values of electronic energy, in order: -86644.78095 -56229.98972, all in eV.